Record 1
{"formula": "C28H42ClNO9PmSSe", "method": "wB97M-V/def2-TZVPD", "s2": 6.00, "total_energy_ev": -154885.23460, "total_charge": 1, "fmax_ev_per_a": 2.9, "e_homo_ev": [-7.58, -7.58], "e_lumo_ev": [-3.3446, -3.2441], "spin_multiplicity": 5, "species": ["Pm", "C", "C", "O", "C", "C", "O", "C", "C", "O", "C", "C", "O", "C", "C", "O", "C", "C", "O", "H", "H", "H", "H", "H", "H", "H", "H", "H", "H", "H", "H", "H", "H", "H", "H", "H", "H", "H", "H", "H", "H", "H", "H", "Se", "C", "C", "C", "N", "C", "C", "H", "H", "H", "H", "C", "S", "C", "H", "H", "H", "H", "H", "H", "C", "C", "C", "C", "Cl", "C", "C", "C", "O", "C", "C", "O", "O", "H", "H", "H", "H", "H", "H", "H", "H"], "xyz": [[-17.722, 2.433, 12.607], [-21.157, 2.938, 12.529], [-20.774, 1.610, 13.221], [-19.657, 1.031, 12.489], [-20.034, 0.215, 11.339], [-18.888, 0.342, 10.253], [-17.635, 0.429, 10.842], [-17.191, -0.737, 11.526], [-15.944, -0.424, 12.343], [-16.313, 0.607, 13.382], [-15.298, 0.906, 14.358], [-16.001, 1.660, 15.467], [-16.732, 2.752, 14.828], [-16.855, 3.991, 15.639], [-17.135, 5.145, 14.718], [-17.961, 4.691, 13.551], [-19.094, 5.564, 13.297], [-19.811, 5.028, 12.059], [-19.845, 3.550, 12.201], [-21.643, 3.650, 13.223], [-21.757, 2.770, 11.667], [-21.663, 0.923, 13.248], [-20.463, 1.783, 14.326], [-21.031, 0.517, 10.896], [-20.143, -0.810, 11.766], [-19.110, 1.342, 9.764], [-18.967, -0.451, 9.460], [-17.021, -1.529, 10.732], [-17.967, -1.178, 12.164], [-15.077, -0.087, 11.729], [-15.654, -1.292, 12.896], [-14.606, 1.607, 13.915], [-14.738, 0.043, 14.779], [-15.323, 1.989, 16.222], [-16.819, 1.122, 15.938], [-15.972, 4.136, 16.289], [-17.692, 3.813, 16.324], [-16.232, 5.546, 14.237], [-17.662, 6.016, 15.171], [-18.728, 6.548, 13.070], [-19.772, 5.562, 14.148], [-19.292, 5.198, 11.107], [-20.839, 5.376, 11.950], [-15.334, 6.655, 11.769], [-13.810, 7.173, 10.780], [-13.674, 8.510, 10.386], [-12.420, 8.943, 10.076], [-11.367, 8.127, 10.124], [-11.502, 6.850, 10.396], [-12.723, 6.317, 10.730], [-14.530, 9.121, 10.299], [-12.226, 9.979, 9.722], [-10.619, 6.250, 10.534], [-12.917, 5.269, 10.991], [-18.738, 8.680, 5.750], [-17.297, 8.375, 4.641], [-16.865, 10.037, 4.190], [-19.206, 9.589, 5.559], [-18.353, 8.679, 6.770], [-19.448, 7.850, 5.613], [-16.669, 10.682, 5.031], [-17.534, 10.563, 3.521], [-15.893, 10.037, 3.618], [-16.718, 2.896, 6.525], [-15.246, 2.742, 6.225], [-14.759, 2.841, 4.921], [-13.400, 2.631, 4.549], [-12.980, 3.071, 2.886], [-12.515, 2.188, 5.520], [-12.951, 2.096, 6.853], [-14.244, 2.451, 7.264], [-14.674, 2.307, 8.564], [-15.188, 3.451, 9.337], [-16.029, 3.047, 10.554], [-15.446, 2.749, 11.667], [-17.287, 3.158, 10.438], [-17.350, 2.238, 5.952], [-17.046, 3.913, 6.191], [-16.894, 2.824, 7.590], [-15.374, 3.056, 4.044], [-11.515, 2.028, 5.269], [-12.253, 1.797, 7.634], [-15.842, 4.110, 8.793], [-14.365, 4.050, 9.739]], "forces_ev_per_a": [[1.7, 1.2, -1.1], [2.0, 0.7, 1.6], [-0.6, 0.3, 1.0], [-1.2, -0.1, 0.0], [-0.1, -1.1, -0.3], [-2.5, 1.0, -0.5], [0.6, 0.5, 1.1], [0.3, -1.3, -0.9], [-0.1, 1.1, 0.1], [0.2, -1.7, -0.8], [-0.1, 0.4, 0.5], [-1.5, -0.2, -0.8], [0.9, 1.3, 0.6], [-0.7, -1.1, 0.4], [0.0, 1.0, -1.7], [-0.3, 0.2, 1.3], [0.1, -0.8, -0.8], [0.2, -1.1, -0.2], [-1.5, 0.1, -0.1], [-0.1, -0.7, -0.3], [-0.3, 0.1, -1.0], [0.9, 0.4, -0.1], [-0.2, -0.3, -1.9], [1.2, -0.1, 0.5], [0.0, 0.6, -0.6], [0.7, -1.1, 0.3], [0.1, 0.5, 0.9], [0.4, 0.7, 1.0], [0.0, 0.4, 0.2], [-0.8, 0.2, 0.4], [0.2, -0.7, 0.2], [0.5, 0.1, -0.4], [-0.6, 0.2, -0.5], [0.6, 0.5, 0.4], [0.3, -0.7, 0.3], [-0.2, 0.1, -0.7], [0.0, 0.0, -0.1], [0.1, -0.1, 0.1], [0.4, -0.9, 0.1], [0.2, 0.6, 0.1], [0.1, 0.0, 0.2], [0.2, 0.1, 0.4], [0.1, 0.2, 0.2], [-1.1, -0.6, 0.0], [-0.5, 0.3, 0.8], [0.2, -1.1, -0.1], [0.6, 0.3, -0.8], [1.4, 1.0, -0.5], [-0.4, 0.0, 0.7], [-0.8, -0.6, -0.1], [-0.7, 0.7, 0.2], [-0.1, -0.7, 0.4], [0.5, -0.1, -0.4], [0.5, 0.4, 0.0], [1.3, -2.1, 0.3], [-0.7, -0.1, 0.1], [1.6, 0.8, -1.0], [-0.8, 1.6, -0.6], [-0.2, 0.0, 0.0], [0.3, 0.4, 0.1], [-0.1, 0.1, 0.5], [-0.6, -0.2, -0.1], [-0.8, -0.4, 0.6], [0.4, 1.7, -0.4], [1.9, -0.5, 0.5], [0.7, -0.1, -0.7], [-1.2, 0.3, 0.9], [0.1, -0.6, 1.0], [-1.6, 0.8, 0.0], [-0.5, 0.4, 0.8], [-1.6, 0.2, -2.4], [-0.4, 0.3, 1.4], [0.9, -0.3, -0.1], [2.0, 0.2, 0.3], [-2.1, -0.3, -1.3], [-0.4, -0.4, 0.8], [0.0, -0.6, -0.1], [0.3, -0.6, 0.4], [-0.3, -0.2, 0.0], [-0.4, 0.1, 0.6], [1.5, -0.4, -0.2], [0.0, 0.1, -0.2], [0.0, 0.1, -0.7], [0.0, -0.2, -0.2]]}

---

Record 2
{"formula": "C28H42F6O14Pb", "method": "wB97M-V/def2-TZVPD", "total_energy_ev": -79935.31344, "total_charge": 0, "fmax_ev_per_a": 3.4, "e_homo_ev": -7.87, "e_lumo_ev": 0.6840, "spin_multiplicity": 1, "species": ["Pb", "C", "O", "O", "C", "F", "F", "F", "C", "C", "H", "H", "H", "H", "H", "H", "C", "O", "O", "C", "F", "F", "F", "C", "C", "H", "H", "H", "H", "H", "H", "O", "C", "O", "C", "C", "C", "H", "H", "H", "H", "H", "H", "O", "C", "O", "C", "C", "C", "H", "H", "H", "H", "H", "H", "O", "C", "O", "C", "C", "C", "H", "H", "H", "H", "H", "H", "O", "C", "O", "C", "C", "C", "H", "H", "H", "H", "H", "H", "O", "C", "O", "C", "C", "C", "H", "H", "H", "H", "H", "H"], "xyz": [[-17.125, -4.078, -0.621], [-18.251, -3.351, 2.967], [-17.388, -2.345, 3.603], [-17.883, -3.535, 1.708], [-18.301, -4.600, 3.898], [-19.561, -4.759, 4.355], [-17.979, -5.756, 3.289], [-17.461, -4.480, 4.941], [-18.081, -1.294, 4.246], [-17.069, -0.512, 5.088], [-16.756, -1.027, 5.995], [-16.167, -0.379, 4.488], [-17.470, 0.460, 5.378], [-18.902, -1.596, 4.903], [-18.542, -0.656, 3.486], [-19.220, -2.833, 2.959], [-19.187, -6.104, -3.192], [-18.383, -6.572, -4.308], [-18.510, -5.209, -2.469], [-20.558, -5.748, -3.781], [-21.454, -5.440, -2.847], [-20.431, -4.682, -4.602], [-21.044, -6.776, -4.479], [-17.434, -7.557, -4.009], [-16.554, -7.738, -5.233], [-17.146, -8.014, -6.112], [-16.010, -6.828, -5.485], [-15.807, -8.533, -5.178], [-17.938, -8.488, -3.732], [-16.768, -7.305, -3.179], [-19.278, -7.076, -2.662], [-16.227, -1.615, -0.302], [-15.591, -0.862, 0.362], [-14.247, -0.719, 0.111], [-13.678, 0.332, 0.881], [-14.559, 0.385, 2.116], [-15.934, -0.057, 1.609], [-13.692, 1.291, 0.364], [-12.681, 0.025, 1.193], [-14.504, 1.404, 2.514], [-14.247, -0.229, 2.961], [-16.559, 0.779, 1.300], [-16.337, -0.819, 2.279], [-18.876, -2.291, -1.611], [-19.681, -1.958, -2.446], [-19.444, -1.042, -3.364], [-20.628, -0.491, -3.953], [-21.770, -1.163, -3.146], [-21.121, -2.337, -2.475], [-20.745, -0.631, -5.025], [-20.658, 0.579, -3.755], [-22.644, -1.392, -3.766], [-22.307, -0.495, -2.465], [-21.178, -3.244, -3.083], [-21.541, -2.572, -1.502], [-14.873, -4.136, 0.776], [-14.230, -4.529, 1.706], [-12.939, -4.891, 1.544], [-12.302, -5.205, 2.803], [-13.231, -4.558, 3.800], [-14.580, -4.602, 3.173], [-11.295, -4.799, 2.864], [-12.302, -6.298, 2.790], [-12.796, -3.661, 4.244], [-13.229, -5.171, 4.715], [-15.352, -3.847, 3.357], [-15.177, -5.476, 3.449], [-15.468, -4.151, -2.751], [-15.713, -3.914, -3.908], [-15.065, -4.482, -4.909], [-15.584, -4.037, -6.170], [-17.009, -3.573, -5.833], [-16.882, -3.080, -4.417], [-15.450, -4.852, -6.877], [-14.985, -3.177, -6.493], [-17.607, -4.473, -5.993], [-17.365, -2.806, -6.522], [-17.762, -3.352, -3.833], [-16.645, -2.023, -4.292], [-17.265, -6.429, 0.487], [-17.712, -7.541, 0.405], [-17.543, -8.362, -0.633], [-18.304, -9.582, -0.400], [-18.491, -9.722, 1.091], [-18.512, -8.254, 1.500], [-17.848, -10.399, -0.953], [-19.244, -9.355, -0.914], [-17.674, -10.321, 1.498], [-19.442, -10.198, 1.319], [-18.169, -8.036, 2.504], [-19.551, -7.957, 1.331]], "forces_ev_per_a": [[-0.8, 0.0, 0.3], [0.1, 1.8, -1.9], [0.1, -0.5, 0.6], [0.4, -1.0, 0.1], [0.1, 0.2, -0.5], [0.1, -0.1, 0.4], [0.1, 0.2, 0.0], [-0.3, -0.3, 0.3], [0.4, 0.3, 0.5], [0.0, -0.1, -0.4], [-0.2, -0.2, 0.0], [0.0, 0.3, 0.0], [0.0, 0.1, -0.1], [0.0, -0.5, -0.1], [0.0, 0.2, -0.1], [-0.6, -0.5, 0.6], [2.6, -1.5, 1.2], [-0.4, 0.8, -1.1], [-1.0, 0.6, 0.0], [1.6, 0.0, -0.1], [-0.4, 0.1, 0.4], [-0.4, 0.1, -0.3], [-0.4, 0.0, -0.3], [0.6, -0.2, -0.1], [-0.1, -0.3, -0.8], [-0.2, 0.2, 0.1], [-0.1, 0.1, 0.2], [0.0, 0.0, 0.6], [-0.1, -0.2, -0.1], [-0.3, 0.4, 0.3], [-1.0, 0.1, 0.5], [-0.7, 0.0, -0.3], [1.8, 0.2, 0.5], [-0.3, 0.1, -0.8], [-0.1, -0.8, 1.2], [-0.3, 1.1, 0.5], [0.7, -0.6, -0.4], [0.1, -0.1, -0.3], [0.2, 0.2, -0.5], [-0.4, 0.0, 0.0], [0.3, -0.4, -0.4], [-0.4, -0.2, 0.4], [-0.8, 0.5, 0.0], [0.4, 0.0, -0.7], [-0.7, -0.2, 2.0], [1.2, 0.9, -1.4], [-1.4, 0.1, 1.2], [-1.6, 0.7, -0.9], [-0.5, -0.7, -0.3], [0.6, -0.5, 0.0], [0.4, 0.0, -0.1], [0.5, -0.6, -0.4], [0.9, 0.2, 0.4], [-0.1, 0.2, 0.1], [0.3, 0.0, 0.1], [-0.2, -0.2, -0.3], [0.5, -0.2, 0.3], [0.4, 0.4, -0.7], [-0.9, -0.2, -0.8], [0.9, -1.2, 3.1], [-1.5, 0.8, -0.7], [0.0, -0.1, -0.4], [0.3, 0.1, 0.6], [-0.5, 0.7, -0.9], [-0.1, -0.2, -0.2], [0.6, 0.5, 0.2], [0.5, -0.5, -0.4], [0.6, 0.1, 0.0], [-1.5, 0.0, 0.8], [0.8, -0.3, -0.1], [0.2, 1.1, 0.1], [0.3, -0.3, -1.6], [0.1, -0.8, 0.3], [-0.3, 0.0, 0.0], [0.1, -0.2, -0.1], [-0.5, 0.3, 0.7], [0.1, -0.1, -0.1], [0.2, 0.1, 0.2], [-0.1, 0.1, -0.2], [0.2, -0.1, -0.4], [0.0, -0.5, 1.1], [0.3, -0.1, 0.2], [-0.8, 0.6, -1.3], [0.3, -0.2, -0.2], [-0.2, -0.3, -0.6], [0.3, 0.0, 0.3], [-0.2, -0.4, 0.2], [0.0, 0.2, 0.3], [0.1, -0.2, 0.0], [-0.1, 0.3, -0.1], [0.1, 0.5, 0.4]]}

---

Record 3
{"formula": "C28H42FI2NO9S3", "method": "wB97M-V/def2-TZVPD", "total_energy_ev": -101056.49691, "total_charge": 0, "fmax_ev_per_a": 1.1, "e_homo_ev": -8.52, "e_lumo_ev": -0.1670, "spin_multiplicity": 1, "species": ["C", "C", "C", "C", "C", "C", "C", "I", "C", "C", "C", "C", "C", "O", "O", "C", "C", "O", "F", "O", "C", "O", "C", "C", "C", "C", "I", "O", "C", "N", "C", "C", "H", "H", "H", "H", "H", "H", "H", "H", "H", "H", "H", "H", "H", "H", "H", "H", "H", "H", "H", "H", "H", "H", "H", "H", "C", "S", "O", "C", "H", "H", "H", "H", "H", "H", "C", "S", "O", "C", "H", "H", "H", "H", "H", "H", "C", "S", "O", "C", "H", "H", "H", "H", "H", "H"], "xyz": [[6.930, -0.640, 1.445], [5.710, -0.811, 0.585], [4.745, 0.191, 0.524], [3.611, 0.057, -0.252], [3.386, -1.108, -0.990], [2.184, -1.373, -1.881], [0.747, -1.314, -1.296], [0.915, -2.113, 0.740], [-0.322, -2.188, -2.103], [0.269, -3.039, -3.242], [1.011, -4.330, -2.844], [0.544, -5.591, -3.613], [0.658, -6.811, -2.739], [1.665, -7.438, -2.626], [-0.495, -7.185, -2.090], [-1.320, -3.012, -1.284], [-2.482, -3.489, -2.119], [-3.486, -2.917, -2.364], [-2.275, -4.759, -2.573], [-1.163, -1.215, -2.802], [-0.546, -0.027, -2.779], [-0.562, 0.767, -3.661], [0.155, 0.113, -1.413], [-0.949, 0.546, -0.451], [-0.525, 1.007, 0.955], [-1.495, 2.041, 1.487], [-3.400, 1.155, 1.902], [1.176, 1.105, -1.627], [0.846, 2.349, -1.470], [0.594, 3.453, -1.274], [4.350, -2.104, -0.926], [5.495, -1.961, -0.158], [6.660, -0.735, 2.498], [7.369, 0.345, 1.304], [7.673, -1.407, 1.236], [4.885, 1.094, 1.104], [2.900, 0.860, -0.259], [2.330, -2.381, -2.243], [2.229, -0.729, -2.764], [0.967, -2.399, -3.779], [-0.534, -3.238, -3.951], [0.976, -4.506, -1.767], [2.068, -4.209, -3.075], [1.226, -5.764, -4.444], [-0.456, -5.477, -4.024], [-0.672, -6.618, -1.332], [-0.847, -3.877, -0.829], [-1.765, -2.431, -0.478], [-1.601, -0.322, -0.352], [-1.554, 1.318, -0.932], [-0.553, 0.168, 1.643], [0.472, 1.453, 0.968], [-1.700, 2.825, 0.761], [-1.176, 2.453, 2.438], [4.205, -3.015, -1.494], [6.234, -2.752, -0.134], [-0.406, 5.772, 2.089], [1.222, 5.110, 2.449], [1.018, 3.891, 3.278], [1.724, 6.417, 3.575], [-0.907, 5.064, 1.432], [-0.966, 5.884, 3.017], [-0.302, 6.730, 1.580], [1.014, 6.479, 4.400], [1.770, 7.363, 3.034], [2.711, 6.162, 3.954], [-0.326, 2.063, 6.683], [-1.521, 1.044, 5.812], [-1.062, 0.975, 4.403], [-2.859, 2.240, 5.856], [0.610, 1.509, 6.720], [-0.181, 2.994, 6.135], [-0.682, 2.255, 7.696], [-2.534, 3.162, 5.374], [-3.146, 2.423, 6.892], [-3.697, 1.816, 5.308], [-4.604, 0.300, -3.044], [-5.169, 1.989, -2.831], [-5.051, 2.300, -1.382], [-6.906, 1.643, -3.140], [-3.534, 0.287, -2.848], [-5.114, -0.353, -2.337], [-4.785, -0.021, -4.069], [-7.256, 0.898, -2.426], [-7.027, 1.286, -4.163], [-7.455, 2.572, -3.008]], "forces_ev_per_a": [[-0.2, -0.1, 0.1], [0.0, 0.1, 0.0], [0.0, 0.0, 0.0], [0.0, -0.2, -0.1], [-0.1, 0.2, 0.0], [0.0, 0.0, -0.1], [0.3, 0.0, 0.7], [0.0, 0.1, -0.2], [-0.4, -0.1, -0.4], [0.5, 0.2, 0.1], [-0.1, -0.1, -0.2], [0.3, 0.1, -0.2], [-0.1, 0.1, -0.1], [0.1, -0.2, 0.0], [0.1, -0.2, 0.2], [-0.3, -0.1, 0.3], [-0.2, 0.3, -0.1], [0.3, -0.3, 0.0], [-0.1, 0.2, 0.0], [0.4, -0.2, -0.2], [0.2, 0.1, 0.2], [-0.2, 0.3, 0.0], [-0.7, -0.2, -0.9], [0.2, -0.3, 0.4], [-0.4, 0.2, -0.1], [-0.1, 0.1, 0.1], [-0.2, 0.0, -0.1], [0.3, 0.3, 0.4], [0.0, -0.7, 0.1], [0.0, 0.3, 0.0], [0.0, -0.1, -0.1], [0.1, 0.0, 0.0], [0.0, 0.1, 0.0], [0.1, 0.0, 0.0], [0.1, 0.0, -0.1], [0.0, 0.1, 0.0], [-0.1, 0.1, 0.0], [0.0, -0.1, 0.0], [-0.1, 0.1, 0.0], [-0.1, 0.1, -0.2], [-0.1, -0.1, 0.1], [-0.1, 0.1, 0.1], [0.1, 0.0, 0.1], [0.0, 0.1, -0.1], [-0.1, 0.0, 0.2], [-0.1, 0.1, -0.1], [0.1, 0.0, 0.0], [0.1, 0.1, 0.0], [-0.1, 0.1, 0.0], [0.1, 0.1, -0.1], [0.3, 0.0, 0.1], [0.1, -0.1, 0.0], [0.0, 0.1, 0.0], [0.1, 0.0, 0.0], [0.0, -0.1, 0.0], [0.0, -0.1, 0.0], [-0.1, 0.0, 0.0], [0.1, 0.0, -0.1], [-0.1, 0.0, 0.1], [0.0, 0.1, 0.0], [0.0, 0.0, 0.0], [0.0, 0.0, 0.0], [0.0, 0.0, 0.0], [0.0, 0.0, 0.0], [0.0, 0.0, 0.0], [0.0, 0.0, 0.0], [0.0, 0.1, 0.1], [0.0, 0.0, 0.1], [0.1, -0.1, -0.1], [-0.1, 0.0, 0.0], [0.0, 0.0, 0.0], [0.0, 0.0, -0.1], [0.0, 0.0, 0.0], [0.0, 0.0, 0.0], [0.0, 0.0, 0.0], [0.0, 0.0, 0.0], [0.0, -0.1, 0.0], [0.0, 0.0, 0.0], [0.0, 0.0, 0.0], [-0.1, 0.0, 0.0], [0.0, 0.0, 0.0], [0.0, 0.0, 0.0], [0.0, 0.0, 0.0], [0.0, 0.0, 0.0], [0.0, 0.0, 0.0], [0.0, 0.0, 0.0]]}